{
  "formula": "C6H14ClP",
  "method": "the ωB97M-V functional and the def2-TZVPD basis",
  "homo_ha": -0.303,
  "elements": ["C", "C", "H", "C", "H", "H", "H", "P", "Cl", "H", "H", "H", "C", "H", "H", "H", "H", "H", "H", "C", "H", "C"],
  "positions_angstrom": [[-1.74261, -1.71992, -0.91887], [3.18089, 1.24482, -0.46848], [-0.29133, -1.52213, 1.74014], [-1.57859, 0.72873, -0.60940], [3.64298, 2.19746, -0.24742], [-1.08863, 0.01826, 1.94116], [-2.66932, 0.93915, -0.39031], [0.79204, -0.77122, -0.85278], [1.34243, -2.55445, -0.19082], [-2.12428, -1.37523, 1.54246], [-2.92919, -1.50147, -0.80881], [-0.90042, 1.64920, -0.21127], [-1.07911, -0.88402, 1.33371], [-1.55344, -1.72255, -2.05274], [1.35916, 1.43551, 0.87450], [-1.29755, -2.65804, -0.57736], [-1.43813, 0.68073, -1.64393], [2.83770, 1.34463, -1.42932], [2.64372, 0.15162, 1.31583], [-1.01755, -0.62088, -0.14490], [4.00142, 0.31990, -0.51353], [2.15455, 0.74017, 0.50968]],
  "atomic_forces_ev_per_a": [[-1.708, 0.521, -1.363], [2.521, -3.116, 1.639], [-0.198, -0.177, -0.253], [1.320, 1.965, 2.282], [0.373, 0.072, 0.600], [0.170, 0.276, -0.157], [1.264, -0.481, 0.028], [0.477, 3.647, 0.954], [0.451, -1.415, 0.702], [1.891, 0.652, -0.112], [2.691, -1.220, 0.051], [-1.724, -2.043, -0.780], [-2.361, -0.702, 1.076], [-0.150, 0.387, 1.515], [0.848, -0.492, -0.275], [-1.111, -0.306, 0.136], [-0.099, 0.510, -1.875], [-1.113, 0.125, -2.418], [-0.847, 0.333, -0.440], [0.958, 0.146, -0.625], [-1.681, 2.759, -0.054], [-1.972, -1.439, -0.633]],
  "mulliken_charge": [-1.5471, -0.8689, 0.3331, -1.5651, 0.3297, 0.3597, 0.3701, 0.3023, -0.2378, 0.3359, 0.3567, 0.2535, -1.4406, 0.3937, 0.2997, 0.4602, 0.5216, 0.3394, 0.3201, 1.1492, 0.2030, -0.6683]
}

***

{
  "formula": "C6H14FeN3",
  "method": "the ωB97M-V functional and the def2-TZVPD basis",
  "homo_ha": [0.015, -0.055],
  "spin_multiplicity": 5,
  "s2": 6.128,
  "total_charge": -1,
  "elements": ["H", "C", "H", "N", "H", "H", "C", "Fe", "H", "C", "H", "H", "C", "N", "H", "H", "H", "H", "H", "N", "C", "C", "H", "H"],
  "positions_angstrom": [[-3.42206, 1.66215, 3.04206], [-1.04687, -0.82334, 0.15725], [3.09361, -3.23631, -0.70770], [-3.31906, 0.82688, 2.48418], [1.97828, 1.38501, -3.24534], [0.78948, 2.06382, -2.32748], [-0.10691, 1.22142, 0.79302], [1.46584, -0.26495, -1.26565], [3.24129, 0.07528, -1.09399], [2.61052, -2.20711, -0.55009], [2.96555, -1.45250, -1.29336], [2.81024, -1.94041, 0.50883], [-1.19205, 1.51456, 1.61066], [1.08748, 1.20020, -2.77224], [-2.94931, -1.34735, 0.99679], [1.49063, -2.46619, -0.55703], [-0.89580, -1.73678, -0.44992], [0.77252, 1.89311, 0.68884], [0.39974, 0.95248, -3.48351], [-0.03229, 0.07647, 0.05370], [-2.15985, -0.60590, 0.95501], [-2.26499, 0.58726, 1.71519], [-1.22493, 2.44606, 2.16667], [-4.09107, 0.17615, 2.57414]],
  "atomic_forces_ev_per_a": [[0.254, -0.259, -0.311], [-1.277, -0.662, 0.294], [-0.488, 1.258, -0.033], [-3.847, 0.764, 2.705], [-0.421, -0.154, 0.359], [-0.024, -0.070, 0.106], [-0.611, 0.763, 0.646], [0.895, 0.917, 0.179], [-0.133, 1.056, -0.355], [-0.897, -3.330, 0.823], [0.080, -0.771, 0.691], [0.208, 0.332, -0.831], [1.073, -0.078, -0.773], [0.055, 0.149, -0.976], [-0.032, -0.105, 0.000], [1.238, 0.563, -0.302], [-0.423, 0.460, 0.502], [-0.783, -0.385, 0.230], [0.066, 0.155, 0.143], [0.902, 0.157, -0.314], [0.783, 0.009, -0.542], [2.748, -1.034, -2.073], [0.106, 0.017, 0.019], [0.531, 0.246, -0.188]],
  "mulliken_charge": [0.1439, -0.6158, 0.3650, -0.4836, 0.2671, 0.2482, -0.6369, -0.5473, -0.0398, -0.7145, -0.0798, 0.2650, -0.5942, -0.5565, 0.2191, 0.0828, 0.2662, 0.2917, 0.2410, -0.0312, -0.5649, 1.1041, 0.2285, 0.1421]
}

***

{
  "formula": "C6H14I2Si",
  "method": "the ωB97M-V functional and the def2-TZVPD basis",
  "homo_ha": [-0.267, -0.297],
  "elements": ["C", "I", "Si", "H", "H", "C", "H", "C", "I", "H", "H", "H", "C", "H", "H", "H", "H", "H", "H", "C", "H", "C", "H"],
  "positions_angstrom": [[1.04335, -0.40426, -2.23798], [3.13053, -2.33722, -0.03239], [1.27676, -0.61603, -0.30884], [-1.43859, -1.73302, 3.07944], [-1.68088, 0.74593, 4.16990], [-2.07721, -1.32933, 2.40000], [-3.08362, -1.27511, 3.01729], [-0.24162, 0.38888, -2.58782], [1.99925, 1.51420, 0.86192], [-2.10184, -1.81890, 1.48129], [-1.13309, 0.02142, 1.11391], [-0.42197, 1.51588, 3.02905], [-1.55661, 0.03757, 2.14637], [-1.12859, -0.10312, -2.98195], [0.18566, 1.08301, -3.39315], [2.46333, 1.10353, -2.22913], [-0.42176, 0.90955, -1.68601], [2.18398, 0.54977, -3.91264], [-2.09612, 2.14684, 3.10770], [-1.43882, 1.10852, 3.14297], [3.20464, -0.35408, -2.60452], [2.36303, 0.25122, -2.84822], [0.97019, -1.40526, -2.72718]],
  "atomic_forces_ev_per_a": [[0.542, -1.472, -1.072], [-0.605, 0.577, -0.028], [0.696, -0.402, -0.443], [2.017, -1.991, 1.889], [0.608, 0.115, -0.655], [-3.246, 3.108, 1.652], [1.477, -0.333, -1.575], [2.436, 0.912, -1.501], [-0.217, -0.599, -0.532], [-0.475, -1.355, -1.141], [-0.137, 1.164, 1.001], [-0.095, -0.067, 0.653], [-0.440, -0.353, -1.763], [0.282, -0.397, 0.284], [-1.364, -0.405, 1.103], [0.486, 1.523, 0.102], [-1.060, 1.290, 0.519], [0.508, -0.525, 0.879], [1.048, -2.564, -0.586], [-0.805, 2.255, 0.476], [0.717, -0.636, -0.538], [-2.468, -0.133, 0.434], [0.093, 0.288, 0.842]],
  "mulliken_charge": [0.1283, -0.1771, 0.2196, 0.3473, 0.2913, -1.1040, 0.2788, -1.0182, -0.0881, 0.3730, 0.2023, 0.1012, -0.0034, 0.2657, 0.2798, 0.3860, 0.3059, 0.3557, 0.2152, -0.7334, 0.3281, -1.3049, 0.3510]
}

***

{
  "formula": "C6H14IPS",
  "method": "the ωB97M-V functional and the def2-TZVPD basis",
  "homo_ha": [-0.327, -0.289],
  "elements": ["H", "H", "H", "C", "C", "H", "C", "C", "H", "I", "H", "H", "H", "P", "H", "H", "H", "H", "C", "H", "S", "C", "H"],
  "positions_angstrom": [[0.36742, -1.97815, 2.92145], [-1.46628, -0.28812, -2.75983], [0.54288, -0.20870, 3.18063], [-0.92608, 0.76262, -1.04842], [0.96112, -1.10969, 2.62829], [-0.46932, -1.12078, -1.69269], [-1.85264, 2.00726, -1.05105], [0.74987, -0.66249, 1.15694], [2.19052, -0.32910, -0.61139], [2.62304, 3.68839, 1.57445], [-1.33697, 2.98580, -0.58303], [-2.74603, 1.72002, -0.53716], [1.95345, -1.24949, 2.81207], [-0.67280, 0.46855, 0.81533], [2.43322, 0.56754, 0.85141], [0.20610, 1.06571, -1.34817], [0.38468, -1.69445, 0.79439], [2.92250, -0.94802, 0.68409], [-1.30775, -0.51820, -1.74055], [-2.11554, -1.12767, -1.15008], [-2.31976, -0.21502, 1.63481], [2.10930, -0.33024, 0.43611], [-2.06047, 2.09838, -2.11530]],
  "atomic_forces_ev_per_a": [[0.082, 0.194, -0.221], [-0.884, -0.183, -1.194], [0.849, -1.263, 0.338], [3.351, 1.481, 2.204], [-3.731, 3.137, -0.014], [1.820, -1.458, -0.063], [1.981, 0.488, -0.463], [0.569, -3.832, -1.647], [-0.783, 0.409, -1.537], [-0.129, -0.093, -0.020], [-1.262, -2.381, -1.161], [-0.677, 0.271, 0.396], [2.684, -0.337, 0.677], [0.149, -0.252, -0.048], [0.559, 2.130, 0.259], [-2.595, -0.493, 0.304], [0.310, 1.583, -0.585], [0.651, -1.616, 0.896], [-2.098, 0.053, 2.074], [0.965, 1.451, -1.550], [0.273, 0.167, 0.044], [-1.720, -0.298, 1.336], [-0.364, 0.841, -0.027]],
  "mulliken_charge": [0.3298, 0.4324, 0.2875, 0.3452, -1.3961, 0.3898, -1.2295, 0.7036, 0.3797, 0.0007, 0.2724, 0.3774, 0.4334, 0.1135, 0.2889, 0.2593, 0.1169, 0.4902, -1.3031, 0.2392, -0.3317, -1.5848, 0.3854]
}

***

{
  "formula": "C6H14N2",
  "method": "the ωB97M-V functional and the def2-TZVPD basis",
  "homo_ha": -0.348,
  "smiles": "[H]/N=C(/C)N=C.CCC",
  "elements": ["C", "C", "H", "H", "C", "C", "N", "H", "H", "H", "H", "C", "H", "H", "N", "H", "C", "H", "H", "H", "H", "H"],
  "positions_angstrom": [[-1.52647, 0.98328, -0.40345], [2.39482, 0.13047, -1.24958], [-1.84051, 1.03107, 0.64081], [-0.55708, 1.47059, -0.49587], [-2.81817, -1.16088, -0.77799], [1.67550, 1.00064, 2.21217], [1.90060, 0.73615, -0.30808], [-2.23636, 1.55672, -1.00253], [-2.75554, -2.19533, -1.11137], [1.57261, 0.52116, 3.18406], [2.44595, 0.41999, -2.28668], [1.65921, -0.02859, 1.14826], [0.85517, 1.69514, 2.03911], [-1.11091, -0.49391, -1.91182], [1.74773, -1.25295, 1.19869], [-0.73377, -1.01568, -0.28082], [-1.46376, -0.46516, -0.87751], [2.19243, -1.65309, 0.21959], [-3.56264, -0.65010, -1.38840], [-3.17042, -1.16389, 0.25293], [2.60308, 1.57062, 2.16483], [2.72854, -1.03626, -0.96635]],
  "atomic_forces_ev_per_a": [[0.078, -0.078, -0.110], [0.777, -4.168, 1.118], [-0.043, 0.047, 0.024], [0.056, 0.019, 0.055], [0.193, 0.025, -0.039], [-1.005, -0.191, 0.146], [-1.415, 1.257, 2.364], [-0.084, -0.007, 0.046], [-0.039, -0.071, -0.031], [0.003, 0.092, 0.002], [0.225, 0.388, -0.064], [2.306, 1.566, -3.073], [-0.004, 0.132, 0.128], [0.016, -0.015, -0.010], [1.209, -1.928, -1.599], [0.045, -0.002, -0.009], [-0.129, 0.054, 0.034], [-1.806, 0.898, 2.530], [-0.068, 0.017, -0.022], [-0.061, 0.008, 0.068], [0.031, -0.151, -0.150], [-0.285, 2.107, -1.406]],
  "mulliken_charge": [-1.1460, -0.2225, 0.2657, 0.2930, -1.3299, -1.1333, -0.3185, 0.4013, 0.3490, 0.3506, 0.3252, 0.6732, 0.2771, 0.2391, -0.5987, 0.1296, 0.1730, 0.2806, 0.3349, 0.3385, 0.3000, 0.0179]
}

***

{
  "formula": "C6H14N2",
  "method": "the ωB97M-V functional and the def2-TZVPD basis",
  "homo_ha": -0.260,
  "smiles": "C/C(=C\\N)NC(C)C",
  "elements": ["C", "H", "N", "H", "C", "H", "H", "H", "C", "H", "N", "H", "H", "H", "C", "C", "C", "H", "H", "H", "H", "H"],
  "positions_angstrom": [[-0.95185, -0.45333, -0.12345], [-0.41340, -1.56463, 1.45425], [-0.05707, -1.30727, 0.53333], [-0.01406, -0.90335, -2.01816], [2.32848, -0.97879, -0.11325], [2.39362, -2.04989, 0.08811], [-0.39107, 0.81461, -1.79643], [-2.24983, -0.27008, 1.53934], [1.27044, 1.19322, 0.58117], [1.23920, 1.50675, -0.46499], [-3.07872, 0.79383, -0.00834], [-2.78721, 1.46622, -0.71133], [1.45769, -0.52839, 1.78405], [2.13534, -0.85228, -1.18087], [1.24906, -0.32120, 0.72992], [-2.03197, 0.06477, 0.52461], [-0.73779, -0.20136, -1.59588], [0.46741, 1.67764, 1.14119], [2.21347, 1.58344, 0.98057], [3.30766, -0.54348, 0.12132], [-1.66768, -0.34478, -2.15555], [-3.68171, 1.21837, 0.69040]],
  "atomic_forces_ev_per_a": [[-2.924, 0.467, 0.083], [0.147, 0.370, -0.172], [2.146, 2.616, -0.146], [-0.026, 0.118, 0.177], [0.424, 0.034, 0.153], [-0.122, 0.119, -0.001], [0.038, 0.025, -0.075], [0.366, 0.091, -0.008], [-0.724, 0.034, -0.215], [-0.171, 0.006, 0.069], [-0.539, 0.866, -0.718], [-0.278, -0.092, 0.174], [0.269, 0.062, -0.019], [0.011, 0.065, 0.051], [0.065, -2.839, 0.958], [1.198, -1.488, 0.180], [0.043, -0.120, 0.033], [-0.037, -0.025, -0.170], [-0.072, -0.336, 0.037], [-0.074, 0.024, -0.166], [-0.055, 0.066, 0.126], [0.315, -0.063, -0.350]],
  "mulliken_charge": [0.5748, 0.3010, -0.4673, 0.3430, -1.3554, 0.3520, 0.2949, 0.3175, -1.4028, 0.2746, -0.5489, 0.2164, 0.2843, 0.2503, 0.5695, -0.4264, -1.4747, 0.3602, 0.4450, 0.3918, 0.4576, 0.2427]
}

***

The records above give, respectively, ΔE to the lowest compared entry with this formula, charge and spin values of 1.854, 0.000, 5.128, 2.411, 2.554, 1.533 eV.